# C28H89N7O13

13 unconnected molecules or ions with the total composition C28H89N7O13 in a non-equilibrium geometry (the ωB97M-V functional and the def2-TZVPD basis, the Open Molecules 2025 dataset).

Output
* E: -67521.27304 eV
* energy above the lowest of the compared OMol25 structures with the same formula, charge and spin: 0.0 kcal per mole
* multiplicity: 2
* orbital gap (alpha / beta): 1.8 / 8.5 eV
* lowest unoccupied orbital energy (alpha / beta): 1.68 / 1.61 eV
* net charge: -1

Each line ends with the Löwdin charge.
Geometry (Å):
H: -0.43459 -5.80862 -0.41811  0.050
H: -2.72484 2.06130 5.58104  0.116
H: -0.43218 1.99129 -4.30030  0.068
H: -4.69287 3.51999 3.87072  0.130
H: 4.93974 -1.73693 -3.57284  0.021
H: -1.75668 -6.31049 -1.48362  0.079
H: 3.02592 0.27060 1.94853  0.079
H: 1.29193 -3.56084 -7.35811  0.061
H: 4.35745 2.00599 4.98139  0.038
H: -0.66965 2.50491 2.41180  0.093
C: 0.62772 -1.51190 3.29390  -0.037
O: 5.39839 -0.01190 3.68487  -0.053
H: 0.06937 3.93548 -1.25076  0.079
H: -2.02779 -0.43993 -2.46826  0.096
O: -2.26977 2.85937 3.70068  -0.206
H: 0.46278 -3.28584 4.64191  0.140
H: 3.31931 7.19792 -0.35968  0.125
H: 1.13644 1.70087 -5.09848  0.067
H: 4.57725 0.45974 3.54517  -0.020
H: -4.35115 -1.07289 -3.30691  0.132
H: -0.09600 -1.11313 -2.49779  0.047
H: 1.85369 -2.85104 -4.75768  0.062
H: -2.15204 -0.33108 6.70587  0.071
H: 0.36592 -0.12345 -7.05521  0.123
H: -4.69135 -2.46291 -0.57253  0.055
N: 2.17526 -0.19140 -2.95922  0.051
H: -4.05885 -8.28349 1.63408  0.084
H: 1.76516 -0.36789 -5.96237  0.123
H: 2.23620 -2.35403 -7.13241  0.070
C: -2.59306 -5.31003 1.16459  -0.200
H: -1.75606 -5.55128 1.81982  0.116
C: -1.05572 -1.89235 5.21739  -0.208
O: 5.98516 0.87247 -1.25612  -0.128
C: -0.12632 -2.49589 4.17604  -0.427
N: 4.96290 6.94461 -1.71413  0.029
H: 1.42761 -1.06448 3.88391  0.083
H: 3.15377 8.92131 -1.87329  0.078
H: 2.93567 7.69251 -3.20415  0.072
H: -2.06475 1.73470 -0.67984  0.078
C: 2.76936 7.94132 -2.15604  -0.085
H: -5.79393 -2.46656 -1.91379  0.072
H: -1.60658 1.04811 2.86119  0.074
O: -3.57262 0.78599 -1.82925  -0.178
C: 0.07283 1.46268 -5.10878  -0.082
H: 5.09912 6.75612 -2.69699  0.043
H: 0.16464 -2.69952 -4.29719  0.047
H: 3.49452 4.75244 -0.82205  0.102
H: -2.91482 5.06438 4.95670  0.064
C: 1.15863 3.90794 -1.27971  -0.126
H: -3.71087 1.41939 4.18809  0.120
C: 0.71252 -0.59253 -6.13438  -0.216
C: -2.21052 -4.63755 -0.12882  -0.436
C: -1.26166 -5.45106 -1.03147  -0.029
C: -4.32353 3.33092 4.87866  -0.427
O: 1.60555 0.88836 0.53190  -0.208
H: 2.89697 0.51439 -2.92610  0.022
H: 1.58068 -0.06952 -3.76651  0.045
N: -5.32125 2.90425 5.81547  0.019
H: -2.41509 -2.94787 0.70867  0.058
C: -2.93301 -0.46714 -1.86168  -0.226
H: 2.97097 -0.36425 -0.27305  0.119
H: -5.75401 2.10332 5.37805  0.066
C: 3.01736 5.41030 -1.54844  -0.182
H: 0.77673 -4.03592 -5.31660  0.067
H: -1.45116 -1.22409 7.89400  0.085
O: -3.53609 -6.39880 1.03068  -0.175
H: 1.69818 7.77816 -2.03745  0.074
C: 1.43495 0.10352 -1.80333  -0.426
H: -3.49484 -7.20745 3.00596  0.081
H: -4.46401 5.52320 5.51814  0.064
H: -0.16664 -3.65014 2.64867  0.033
H: -0.08253 -0.84635 -0.72114  0.066
C: -3.92019 -1.51277 -2.40753  -0.395
O: -0.34498 -1.16870 6.18494  -0.170
H: -3.22560 -4.50948 1.54816  0.118
H: -0.89220 -3.26158 0.56145  0.026
C: -3.39947 -7.47668 1.95405  -0.118
H: 1.07194 -2.01132 -1.44071  0.076
H: 3.50449 -1.31664 -3.80802  -0.046
C: -1.15745 -0.53413 7.10293  -0.139
C: 2.39848 0.50473 -0.59747  -0.146
H: 4.67318 2.65525 -3.29301  -0.038
H: 1.70421 -3.64155 0.39669  0.049
H: -1.41766 -4.01726 3.60342  0.068
N: -3.21936 -2.76285 -2.72034  0.053
H: 4.03813 1.75996 -4.33563  -0.017
H: -0.74861 0.41109 7.46001  0.093
H: -3.43230 4.59741 6.52027  0.070
H: -0.83277 -4.82730 -1.81573  0.073
C: -1.23360 2.01311 3.20437  -0.085
O: 4.22314 -1.81021 -4.20320  -0.101
H: 6.69132 1.49184 -1.07185  0.002
H: 1.49835 3.24383 -0.48494  0.070
C: 2.26465 1.03114 1.77487  -0.129
C: -2.66140 1.86263 -1.58302  -0.093
H: -2.43616 -7.98481 1.90992  0.075
C: 0.51890 -1.08535 -1.59822  -0.053
H: -5.48963 -0.98849 -0.90687  0.073
H: -0.57684 -2.38843 -6.65301  0.138
H: -0.42726 1.88758 -5.97911  0.082
H: -0.09392 -0.76615 2.96045  0.074
H: 5.41165 1.33683 -1.86578  -0.050
O: 4.12500 1.87652 -3.38954  -0.267
O: 1.58835 5.25345 -1.29285  -0.202
O: 3.73508 2.10914 4.26150  -0.051
H: -1.81010 -1.26360 4.74442  0.122
C: -5.05092 -1.85455 -1.40242  -0.050
H: -6.10305 3.54369 5.81481  0.073
H: 0.83495 1.00262 -1.94370  0.119
H: 5.71056 0.29650 4.53555  0.017
H: 2.83308 1.96118 1.77410  0.079
H: -3.23762 -4.52436 -0.47574  0.119
C: 0.41482 -2.06247 -6.33920  -0.396
H: -1.94069 2.05275 -2.37835  0.068
H: 1.36939 3.41804 -2.23033  0.071
H: 3.08070 1.24645 -1.01283  0.090
N: 1.27835 -2.55129 -7.38484  0.006
H: 5.30302 6.15444 -1.18494  0.038
C: 3.51924 6.89256 -1.38676  -0.464
N: -1.74114 -3.23837 0.01477  0.069
H: -2.31522 -2.58204 -3.13257  0.054
H: 3.26165 2.91523 4.46720  0.054
C: -3.78128 4.67396 5.49048  -0.065
H: -0.70303 1.77711 4.12682  0.084
H: 1.07450 -2.02678 2.44338  0.073
H: -2.95763 -3.19157 -1.84410  0.005
H: -2.59978 -0.76578 -0.86776  0.108
H: -3.30270 2.71392 -1.35467  0.087
H: 1.26086 -5.08423 0.51506  0.042
H: 3.26139 5.14684 -2.57758  0.095
H: 1.59023 1.05933 2.63072  0.062
O: 1.07802 -4.20627 0.84969  -0.042
O: -0.02449 0.00385 -5.08598  -0.233
N: -0.89761 -3.24356 3.21478  0.028
C: -3.19232 2.27539 4.61993  -0.185
C: 0.83121 -2.96564 -5.11754  -0.055
H: -1.53545 -2.72134 5.73771  0.125